ORCA calculation (ωB97M-V/def2-TZVPD) on C15H9Br2N3O5Pt as an isolated structure in a non-equilibrium geometry.

## Properties
**LUMO**: -1.06 eV
**Energy relative to the best compared isomer or geometry (same formula, charge and spin)**: 0.0 kcal/mol
**Gap between HOMO and LUMO**: 0.2646 hartree

Last column: Mulliken charge in e.
Positions of all 35 atoms, in Å:
1 Pt 0.6059 0.5316 0.8359  0.691
2 O -1.0189 -2.6701 5.3926  -0.535
3 C -2.0851 -2.4129 4.6669  0.434
4 O -3.1782 -2.8555 4.9166  -0.591
5 C -1.8963 -1.5399 3.4692  0.256
6 C -2.9248 -1.1165 2.6618  -0.483
7 N -2.3926 -0.3561 1.6961  0.020
8 N -1.0615 -0.2511 1.8238  -0.509
9 C -0.7534 -0.9483 2.9122  0.261
10 C 0.6583 -0.8319 3.3629  0.930
11 O 1.0353 -1.3948 4.3847  -0.796
12 O 1.3557 -0.0561 2.6292  -0.595
13 H -0.1914 -2.2364 5.0388  0.458
14 H -3.9848 -1.2982 2.7400  0.525
15 H -2.8734 0.1618 0.9862  0.260
16 C -2.1959 0.2374 -1.2210  -1.740
17 C -0.8797 0.4454 -1.8923  1.259
18 C -0.8186 0.3605 -3.2977  -0.760
19 C 0.3417 0.6060 -3.9664  -0.705
20 C 1.4970 0.9471 -3.2363  1.104
21 C 2.7601 1.2225 -3.8071  -0.228
22 Br 2.9833 1.1757 -5.6870  -0.217
23 C 3.8335 1.5136 -3.0149  -0.282
24 C 3.7075 1.5409 -1.6209  -0.380
25 Br 5.2027 1.9424 -0.5604  -0.128
26 C 2.4992 1.2780 -1.0000  0.943
27 O 2.3264 1.3167 0.2929  -0.737
28 C 1.3797 0.9900 -1.8335  -0.191
29 N 0.1856 0.7359 -1.1685  -0.578
30 H -2.9988 0.2134 -1.9544  0.430
31 H -2.3786 1.0735 -0.5413  0.278
32 H -2.2010 -0.7029 -0.6716  0.461
33 H -1.7232 0.1099 -3.8334  0.339
34 H 0.3866 0.5481 -5.0454  0.365
35 H 4.7978 1.7202 -3.4576  0.441

***

ORCA calculation (ωB97M-V/def2-TZVPD) on C15H9MoN10O4S as an isolated structure.

## Properties
**LUMO (alpha / beta)**: -6.72 / -6.34 eV
**Energy relative to the best compared isomer or geometry (same formula, charge and spin)**: 0.0 kcal/mol
**Gap between HOMO and LUMO (alpha / beta)**: 0.2065 / 0.2210 hartree
**Net charge**: +1

Last column: Mulliken charge in e.
Positions of all 40 atoms, in Å:
1 Mo -0.4435 -0.6616 0.1932  0.247
2 O 2.5454 1.4906 1.8859  -0.529
3 C 1.9041 0.5770 1.4866  0.071
4 O 0.7406 0.7166 0.7957  -0.452
5 C 2.2286 -0.8799 1.6140  0.993
6 C 3.2962 -1.4606 2.2698  -0.671
7 C 3.3729 -2.8494 2.2752  -0.285
8 C 2.3997 -3.6185 1.6396  -0.702
9 C 1.3715 -2.9466 1.0119  0.978
10 N 1.3194 -1.6247 1.0061  0.259
11 C 0.1970 -3.5277 0.2940  0.076
12 O -0.0477 -4.6543 0.0584  -0.451
13 O -0.6481 -2.4809 -0.0965  -0.535
14 H 4.0292 -0.8387 2.7642  0.529
15 H 4.1913 -3.3389 2.7854  0.467
16 H 2.4278 -4.6990 1.6366  0.520
17 N -3.5433 0.0233 1.7526  -0.104
18 C -2.4781 -0.2715 2.5393  0.446
19 N -2.4731 -0.3294 3.8455  -0.439
20 N -1.2002 -0.6305 4.1760  -0.591
21 N -0.4556 -0.7541 3.1528  -0.406
22 N -1.2467 -0.5459 2.0442  0.716
23 C -3.4437 0.1964 0.4108  0.382
24 N -4.4299 0.5475 -0.3706  -0.446
25 N -3.8928 0.5916 -1.6114  -0.539
26 N -2.6695 0.2933 -1.6088  -0.423
27 N -2.2908 0.0185 -0.2951  0.903
28 H -4.4334 0.2058 2.1951  0.236
29 S 0.0289 -0.1768 -2.0240  -0.004
30 C 0.1832 1.4224 -2.5888  1.006
31 C 0.0388 1.5678 -3.9870  -0.460
32 C 0.1643 2.8170 -4.5495  -0.664
33 C 0.4427 3.9137 -3.7373  -0.303
34 C 0.5903 3.7731 -2.3558  -0.805
35 C 0.4564 2.5368 -1.7683  -0.124
36 H -0.1808 0.6996 -4.5937  0.453
37 H 0.0463 2.9460 -5.6161  0.398
38 H 0.5432 4.8935 -4.1854  0.408
39 H 0.8050 4.6381 -1.7442  0.426
40 H 0.5544 2.4203 -0.7003  0.420

***

ORCA calculation (ωB97M-V/def2-TZVPD) on C16B4O34V as an isolated structure in a non-equilibrium geometry.

## Properties
**LUMO**: 4.97 eV
**Energy relative to the best compared isomer or geometry (same formula, charge and spin)**: 81.1 kcal/mol
**Gap between HOMO and LUMO**: 0.3087 hartree
**Net charge**: -3

Last column: Mulliken charge in e.
Positions of all 55 atoms, in Å:
1 O 2.7345 -2.7673 0.0140  -0.527
2 V 1.2264 -2.6850 0.5665  1.539
3 O 0.7681 -4.0804 1.0367  -0.523
4 O 4.0327 5.3677 2.3900  -0.625
5 C 3.9256 4.4465 1.5681  0.626
6 O 2.8331 3.6329 1.3879  -0.477
7 B 3.0482 2.8064 0.2168  1.241
8 O 4.5118 2.9977 -0.0981  -0.487
9 C 4.9940 4.0099 0.5410  0.534
10 O 6.1708 4.4360 0.5297  -0.674
11 O 2.0677 3.0781 -0.8550  -0.615
12 C 1.3270 1.9828 -1.1441  0.524
13 O 0.4041 1.9120 -1.9505  -0.503
14 C 1.7667 0.8467 -0.1966  0.496
15 O 2.6999 1.3555 0.5738  -0.669
16 O 1.3724 -0.3223 -0.1966  0.095
17 O 3.9911 2.3894 7.0587  -0.703
18 C 3.2381 2.0072 6.1410  0.492
19 O 2.6363 0.9586 6.0377  -0.596
20 B 1.7640 0.9175 4.9027  1.365
21 O 1.7588 2.2931 4.3861  -0.435
22 C 2.6083 3.0027 5.1182  0.652
23 O 2.7744 4.2273 5.0593  -0.645
24 O 0.3610 0.4251 5.1855  -0.438
25 C 0.0713 -0.6319 4.3657  0.657
26 O -0.9855 -1.2493 4.2213  -0.622
27 C 1.3599 -0.9452 3.5521  0.685
28 O 2.2571 -0.0079 3.8664  -0.570
29 O 1.4411 -1.7977 2.6602  -0.758
30 O 0.1582 -0.6299 -3.9604  -0.615
31 C -0.5339 -1.6260 -3.7971  0.694
32 O -1.4949 -2.0693 -4.5431  -0.568
33 B -2.2174 -3.2165 -3.9903  1.205
34 O -1.2875 -3.5803 -2.8433  -0.587
35 C -0.4323 -2.5882 -2.6285  0.463
36 O 0.4166 -2.4207 -1.7217  -0.672
37 O -3.5734 -2.8018 -3.5914  -0.198
38 C -4.3834 -3.5336 -4.2844  0.577
39 O -5.6121 -3.3818 -4.3426  -0.665
40 C -3.6303 -4.5578 -5.1111  0.515
41 O -2.4267 -4.3578 -4.8798  -0.526
42 O -4.1524 -5.3404 -5.9220  -0.701
43 O -0.8600 -1.6718 0.8297  -0.715
44 C -1.6917 -0.8219 0.4213  0.795
45 O -2.4799 -1.0560 -0.6985  -0.305
46 B -3.2110 0.2048 -1.0061  0.898
47 O -3.0485 0.9904 0.1998  -0.674
48 C -1.9822 0.5652 0.9007  0.433
49 O -1.6183 1.1399 1.9365  -0.603
50 O -4.5443 -0.0969 -1.5258  -0.522
51 C -4.6047 0.1308 -2.8531  0.463
52 O -5.4549 -0.2176 -3.6321  -0.605
53 C -3.1705 0.6177 -3.2676  0.641
54 O -2.4440 0.7898 -2.1738  -0.071
55 O -2.8791 0.9234 -4.4536  -0.697

***

ORCA calculation (ωB97M-V/def2-TZVPD) on C16H10BrF5OTi as an isolated structure in a non-equilibrium geometry.

## Properties
**LUMO (alpha / beta)**: 2.16 / 2.12 eV
**Energy relative to the best compared isomer or geometry (same formula, charge and spin)**: 0.0 kcal/mol
**Gap between HOMO and LUMO (alpha / beta)**: 0.1741 / 0.1726 hartree
**⟨S²⟩**: 0.75
**Multiplicity**: 2
**Net charge**: -1

Last column: Mulliken charge in e.
Positions of all 34 atoms, in Å:
1 C -2.3237 0.5687 -1.7441  -0.048
2 C -1.7603 1.0308 -2.9663  -0.939
3 C -0.8237 0.0461 -3.4609  -0.200
4 H -2.0861 1.9074 -3.5330  0.514
5 C -0.8010 -1.0212 -2.4823  -0.501
6 C -1.7199 -0.6795 -1.4157  -0.380
7 H -2.0860 -1.3836 -0.6726  0.465
8 H -3.2196 1.0033 -1.2763  0.446
9 H -0.3155 0.0386 -4.4356  0.396
10 H -0.3042 -1.9792 -2.6255  0.490
11 Ti 0.0159 0.8070 -1.5399  0.759
12 Br 0.2326 3.1128 -1.6858  -0.586
13 C -1.3662 1.1280 2.9609  -0.398
14 C -2.1501 -0.0509 2.7268  -0.623
15 C -3.3759 0.3517 2.1069  -0.663
16 H -1.8640 -1.0530 2.9746  0.439
17 C -3.3655 1.7874 2.0128  -0.499
18 C -2.1578 2.2679 2.5905  -0.740
19 H -1.8740 3.3105 2.7159  0.370
20 H -0.3729 1.1661 3.3844  0.434
21 H -4.1965 -0.2961 1.8411  0.408
22 H -4.2081 2.4223 1.7178  0.408
23 F 5.8806 -2.1001 0.6470  -0.309
24 C 4.6335 -1.6190 0.4460  0.381
25 C 3.7215 -1.6472 1.5126  0.104
26 F 4.1140 -2.0408 2.7515  -0.299
27 C 2.4100 -1.2753 1.2866  -0.130
28 F 1.5391 -1.2921 2.3236  -0.246
29 C 2.0297 -0.7661 0.0277  0.829
30 O 0.9126 -0.0487 -0.1119  -0.479
31 C 2.9479 -0.8390 -1.0474  0.212
32 F 2.5574 -0.3313 -2.2705  -0.276
33 C 4.2566 -1.2309 -0.8534  -0.032
34 F 5.1193 -1.2947 -1.9052  -0.306

***

ORCA calculation (ωB97M-V/def2-TZVPD) on C16H10BrN3O2V as an isolated structure in a non-equilibrium geometry.

## Properties
**LUMO (alpha / beta)**: -9.30 / -9.86 eV
**Gap between HOMO and LUMO (alpha / beta)**: 0.2014 / 0.1812 hartree
**⟨S²⟩**: 0.81
**Multiplicity**: 2
**Net charge**: +2

Last column: Mulliken charge in e.
Positions of all 33 atoms, in Å:
1 V 0.2415 1.1124 1.1468  1.244
2 Br -6.6509 1.1395 -0.8279  -0.076
3 C -4.8403 1.4089 -0.3386  -0.164
4 C -4.4642 2.6295 0.2578  -0.466
5 C -3.1424 2.8844 0.5119  -0.665
6 C -2.1433 1.9132 0.2535  0.584
7 O -0.8954 2.1419 0.4111  -0.752
8 C -2.5503 0.6133 -0.2465  0.046
9 C -1.5779 -0.4147 -0.4488  0.655
10 N -0.3854 -0.3654 0.0707  -0.110
11 C 0.6335 -1.2770 -0.2068  0.169
12 C 0.5191 -2.5995 -0.5986  -0.514
13 C 1.6731 -3.3327 -0.9082  -0.922
14 C 2.9242 -2.7654 -0.8677  -0.846
15 C 3.0856 -1.4189 -0.4673  0.677
16 C 4.3140 -0.7265 -0.4261  -0.451
17 C 4.3343 0.5848 -0.0046  -0.766
18 C 3.1471 1.2011 0.4100  -0.102
19 N 1.9824 0.5798 0.3710  -0.128
20 C 1.9261 -0.6976 -0.0845  0.827
21 C -3.8958 0.4208 -0.5839  -0.743
22 H -5.2222 3.3635 0.4940  0.467
23 H -2.8210 3.8376 0.9081  0.470
24 H -1.8661 -1.2504 -1.0886  0.474
25 H -0.4453 -3.0834 -0.6519  0.457
26 H 1.5639 -4.3648 -1.2032  0.434
27 H 3.7950 -3.3449 -1.1355  0.458
28 H 5.2194 -1.2196 -0.7491  0.495
29 H 5.2590 1.1398 0.0287  0.427
30 H 3.1553 2.2235 0.7898  0.424
31 H -4.2004 -0.5228 -1.0106  0.491
32 O 0.6775 -0.1367 3.6245  -0.277
33 N 0.6494 0.3254 2.5698  0.185

***

ORCA calculation (ωB97M-V/def2-TZVPD) on C16H11FN4OS in the gas phase in a non-equilibrium geometry.

## Properties
**SMILES string**: O=C1Nc2cc(F)ccc2CN1c1csc(-c2ccncc2)n1
**LUMO**: -0.06 eV
**Energy relative to the best compared isomer or geometry (same formula, charge and spin)**: 59.1 kcal/mol
**Gap between HOMO and LUMO**: 0.3177 hartree

Last column: Mulliken charge in e.
Positions of all 34 atoms, in Å:
1 O 1.8476 2.0473 -2.5035  -0.672
2 C 1.8885 1.6043 -1.3669  0.390
3 N 3.0496 2.0823 -0.7493  -0.209
4 C 3.1369 1.8946 0.6896  0.169
5 C 3.9964 2.7364 1.4012  -0.302
6 C 4.0161 2.7270 2.7479  0.162
7 F 4.9416 3.5241 3.4583  -0.299
8 C 3.0816 1.8693 3.4129  -0.632
9 C 2.3085 0.8801 2.7473  -0.840
10 C 2.2580 1.0315 1.3596  0.677
11 C 1.4816 0.0811 0.4768  -0.568
12 N 0.9953 0.6962 -0.8118  0.205
13 C -0.1497 0.1586 -1.4897  -0.054
14 C -0.7648 0.8326 -2.5177  -0.442
15 S -2.0840 -0.1629 -3.0630  -0.158
16 C -2.1240 -1.1286 -1.6558  0.101
17 C -3.1622 -2.1384 -1.1647  0.876
18 C -3.8801 -2.9408 -1.9996  -0.281
19 C -4.9504 -3.6443 -1.6271  -0.331
20 N -5.2098 -3.7966 -0.2828  -0.565
21 C -4.5156 -3.0639 0.6477  -0.205
22 C -3.5110 -2.1551 0.2357  -0.365
23 N -1.0009 -0.9054 -0.9513  -0.511
24 H 3.4228 2.9577 -1.0880  0.302
25 H 4.6622 3.3512 0.8100  0.346
26 H 3.3720 1.8990 4.4458  0.381
27 H 1.5894 0.2846 3.3376  0.352
28 H 2.2441 -0.6645 0.3015  0.205
29 H 0.6291 -0.1839 1.0755  0.504
30 H -0.4452 1.6972 -3.0309  0.466
31 H -3.5907 -2.8723 -3.1095  0.253
32 H -5.5735 -4.2569 -2.3032  0.367
33 H -4.7774 -3.1383 1.7779  0.286
34 H -3.1820 -1.3028 0.7896  0.393